ORCA calculation (ωB97M-V/def2-TZVPD) on a cluster of 7 separate species, C14H31NO11 in total at a distorted geometry.

Computed properties:
Kohn-Sham gap = 3.1 eV
E_tot = -39024.58448 eV
net charge = -2

Each line ends with the Mulliken charge.
Positions of all 57 atoms, in Å:
C 1.779 -5.042 -4.273  -0.9861
O -6.798 4.220 -1.330  -0.3425
H 2.511 0.191 -1.518  0.3325
O -3.227 -0.493 -0.489  -0.2904
H -3.600 4.398 -0.217  0.3439
O 9.404 1.590 1.797  -0.7854
H -4.973 -1.642 -0.522  0.3144
H 2.850 -5.212 -4.379  0.2686
C -3.813 0.816 -0.469  -0.3075
H 1.656 -4.057 -4.722  0.2462
O 8.268 0.779 4.384  -0.8116
H 1.354 -6.105 -2.584  0.1920
H -5.814 5.646 -0.214  0.3949
C 7.499 0.856 0.802  -0.6757
C -7.331 4.740 -2.452  -0.7171
H -8.277 4.256 -2.694  0.2266
O 0.955 -1.800 1.071  -0.4161
H 1.037 -5.161 3.626  0.3223
H -2.268 2.158 -0.598  0.3064
O 2.027 -0.959 5.825  -0.6529
O 2.320 -4.316 -1.907  -0.8583
H 1.217 -5.807 -4.810  0.3059
H 1.109 -2.504 1.706  0.4187
H -2.583 1.457 -2.132  0.3469
H 0.417 -4.661 -2.726  0.1640
H 7.862 1.068 -0.193  0.3449
H -7.760 5.702 -2.169  0.2765
O 5.740 -0.480 -0.087  -0.6863
H 1.624 -1.141 1.274  0.4363
C -4.060 -1.483 0.052  -0.7695
C -3.085 1.823 -1.237  -0.7017
N -3.956 2.965 -1.564  -0.3438
H -6.581 4.644 -3.237  0.3552
H 0.263 -4.430 4.702  0.3129
O 0.489 -4.389 3.773  -0.6223
C 5.509 0.286 2.237  0.4145
O 1.765 0.383 -2.086  -0.6776
C 6.343 0.444 3.421  -0.4285
C -5.543 4.865 -0.925  -0.8028
H 1.725 -0.360 -2.688  0.3374
H -3.873 1.080 0.587  0.2552
H 1.285 -2.240 0.284  0.4231
H -5.047 5.416 -1.724  0.4176
H -4.282 -1.240 1.091  0.3051
C 6.215 0.198 0.782  0.3567
H 5.970 0.197 4.404  0.2962
C 7.613 0.816 3.261  0.5770
C -4.504 3.864 -0.509  -0.3325
H 2.926 -1.208 5.612  0.3479
O 4.281 0.261 2.275  -0.7476
H 1.659 -0.655 4.995  0.2989
H -4.812 0.644 -0.871  0.3020
C 1.432 -5.045 -2.827  -0.2441
H -4.942 3.369 0.358  0.2964
H -3.460 -2.389 -0.024  0.2458
H -4.734 2.547 -2.053  0.2212
C 8.221 1.143 1.911  0.1963